19
Properties=species:S:1:pos:R:3:forces:R:3 method="wB97M-V/def2-TZVPD" orbital_gap_ha=0.3762 spin_multiplicity=1 relative_energy_kcal_mol=59.09
O 3.14511 -4.40673 8.45293 -0.72 0.83 -0.69
C 2.36822 -3.75239 7.77729 0.71 -0.73 0.19
N 2.69303 -2.60014 7.09656 -0.18 -0.16 0.03
C 4.01037 -2.05130 7.07742 0.07 -0.08 0.19
C 4.62808 -1.62966 5.73461 0.00 -0.23 -0.15
O 5.02271 -0.35792 6.28272 0.14 0.17 -0.16
C 4.25677 -0.56143 7.46655 0.05 -0.02 0.42
C 3.05692 0.34828 7.53249 -0.25 -0.08 0.02
O 2.16041 0.20841 8.33207 0.26 0.11 -0.35
H 1.32886 -4.07509 7.57826 0.16 0.19 0.21
H 1.97292 -2.18718 6.51682 0.16 -0.09 0.20
H 4.66061 -2.71278 7.65678 -0.23 0.09 -0.13
H 5.48404 -2.21620 5.37869 -0.21 0.17 0.05
H 3.88840 -1.50949 4.92786 0.16 -0.03 0.13
H 4.84393 -0.41870 8.38854 -0.13 -0.01 -0.22
H 3.03365 1.16030 6.77353 0.05 -0.09 0.14
H 1.68147 -1.33793 9.31921 -0.39 -0.54 0.97
O 1.37578 -1.98422 10.00648 0.34 0.43 -0.84
H 0.71004 -1.51855 10.51814 0.00 0.10 -0.02